The following is a quantum chemistry calculation of a single C5H6N2 molecule, from the OMol25 dataset.

Bonds (Å) are listed after each position.
Atoms and positions in Å:
1 N -2.534 -0.027 -1.382  C2 1.158
2 C -1.637 -0.497 -0.819  N1 1.158, C3 1.467
3 C -0.441 -0.956 -0.105  C2 1.467, C4 1.550, N7 1.501, H8 1.092
4 C 0.899 -0.474 -0.715  C3 1.550, C5 1.520, H9 1.094, H10 1.092
5 C 1.031 0.385 0.532  C4 1.520, C6 1.470, N7 1.507, H11 1.086
6 C -0.157 1.197 0.827  C5 1.470, N7 1.468, H12 1.087, H13 1.087
7 N -0.183 -0.227 1.182  C3 1.501, C5 1.507, C6 1.468
8 H -0.505 -2.032 0.068  C3 1.092
9 H 0.873 0.012 -1.694  C4 1.094
10 H 1.632 -1.284 -0.726  C4 1.092
11 H 1.959 0.521 1.081  C5 1.086
12 H -0.821 1.550 0.042  C6 1.087
13 H -0.116 1.832 1.709  C6 1.087

Its multiplicity is 1. The electronic energy is -303.54863 Eh. The calculation puts the molar mass at 94.117 g/mol. As for the charge: 0. Its SMILES is N#C[C@H]1C[C@H]2CN21. Its orbital gap is 10.8 eV. For the energy above the lowest of the compared OMol25 structures with the same formula, charge and spin, the calculation gives 2.380 eV.

Want to see where the charge sits? The Löwdin charges in e are: number 1, N, carries 0.16; number 2, C, carries -0.18; number 3, C, carries -0.28; number 4, C, carries -0.08; number 5, C, carries -0.23; number 6, C, carries -0.11; number 7, N, carries 0.01; number 8, H, carries 0.14; number 9, H, carries 0.11; number 10, H, carries 0.11; number 11, H, carries 0.13; number 12, H, carries 0.10; number 13, H, carries 0.11